Molecular formula: C28H73N17O11PSSi
Method: DFT, ωB97M-V/def2-TZVPD

```
132
C28H73N17O11PSSi, DFT ωB97M-V/def2-TZVPD
S -0.79 -4.73 1.38
P -1.13 -0.90 -0.61
Si 3.00 4.04 0.52
O 5.75 4.57 -3.46
O 6.63 -4.09 4.95
O 1.96 3.59 -0.72
O 0.58 -3.08 2.96
O -6.96 0.48 4.90
O -5.11 -3.00 3.22
O -0.77 0.84 -0.48
O 7.35 4.25 -7.78
O 3.33 -2.42 -6.01
O -3.51 -6.96 6.18
O -1.76 -0.67 -2.18
N 5.50 4.09 -5.67
N -0.18 -4.82 4.04
N 9.02 4.96 -9.13
N -5.44 -7.02 7.38
N 2.22 -4.27 -6.72
N 4.16 -3.57 -7.78
N 4.83 -3.41 6.16
N -4.99 -5.26 5.95
N -8.23 -0.49 3.30
N -8.77 -0.74 5.54
N 0.49 -4.00 4.92
N 9.40 4.58 -6.88
N -4.01 -1.62 4.64
N -3.11 -3.67 4.07
N 3.86 3.52 -4.14
N 4.54 -4.45 4.12
N -1.33 3.71 -0.58
C 1.62 2.19 -0.84
C -2.85 -0.59 0.26
C 0.68 -1.30 -1.21
C 5.08 4.09 -4.37
C -4.45 2.32 2.43
C -2.29 4.81 -0.63
C 0.71 1.99 -2.04
C -4.57 -6.44 6.47
C 0.93 -2.99 4.28
C 1.41 -1.26 -3.74
C 4.57 4.64 -0.33
C -0.11 -4.23 2.89
C -5.00 0.71 0.52
C 5.42 -3.99 5.06
C 2.24 5.55 1.35
C -1.52 -2.77 -0.47
C -3.56 0.72 -0.09
C 8.51 4.57 -7.92
C -1.39 0.58 -2.73
C 3.35 2.72 1.81
C -1.75 -3.21 0.97
C -7.92 -0.20 4.60
C -5.36 2.02 1.23
C -4.14 -2.77 3.93
C 3.24 -3.35 -6.78
C -0.71 1.52 -1.66
C 0.83 -2.05 -2.55
C -1.58 2.80 -1.72
H -7.62 -0.12 2.60
H 10.36 4.85 -6.98
H -1.37 3.35 -2.66
H 1.80 6.19 0.58
H -0.43 4.13 -0.76
H 5.44 -3.07 6.88
H -9.01 -1.05 3.03
H -5.16 -7.89 7.78
H -4.39 -4.79 5.28
H 2.13 -5.04 -7.34
H -2.31 -3.50 4.64
H 1.16 1.25 -2.70
H -5.87 -4.83 6.18
H -4.19 3.37 2.42
H -0.74 -3.41 -0.88
H 1.03 -1.98 -0.43
H -6.38 1.94 1.61
H -2.64 2.58 -1.75
H 6.39 4.50 -5.87
H 9.06 4.30 -5.98
H -4.75 -0.94 4.57
H 0.63 -0.93 -4.42
H 3.84 -3.33 6.28
H -2.34 0.97 -3.10
H -3.70 0.77 -1.16
H -5.03 -0.07 1.29
H -3.50 1.80 2.33
H -3.56 -1.37 0.01
H 1.54 -4.13 -6.00
H 2.07 -0.44 -3.44
H -9.56 -1.30 5.31
H 1.45 5.29 2.05
H 8.39 4.96 -9.91
H 3.55 -4.37 4.21
H -2.40 -3.01 -1.07
H 5.33 4.89 0.40
H -3.16 -4.52 3.54
H 4.93 -4.88 3.31
H 2.55 1.63 -0.99
H 4.11 -4.34 -8.43
H -8.56 -0.54 6.50
H -5.31 2.84 0.52
H -3.07 1.60 0.32
H 1.53 -2.87 -2.37
H -3.22 -1.42 5.23
H 4.29 5.51 -0.91
H -6.32 -6.62 7.64
H 2.91 1.75 1.61
H 1.50 -2.17 4.66
H 1.33 -0.43 -1.15
H -5.75 0.45 -0.23
H -2.16 5.47 0.22
H 3.02 6.11 1.85
H 4.43 2.57 1.85
H 3.52 3.51 -3.19
H 4.97 3.71 -6.43
H -4.88 2.03 3.39
H 1.18 1.83 0.08
H -2.81 -3.45 1.10
H -0.53 -0.97 0.73
H 2.03 -1.94 -4.33
H 4.88 3.83 -0.98
H 0.72 2.93 -2.60
H -2.19 5.43 -1.54
H -1.50 -2.45 1.70
H -2.65 -0.55 1.33
H 3.04 3.01 2.81
H 3.29 3.12 -4.86
H -0.09 -2.53 -2.85
H 9.98 5.23 -9.27
H -0.77 0.53 -3.63
H 4.92 -2.92 -7.85
H -3.31 4.43 -0.62
```

Properties
Energy above the lowest of the compared OMol25 structures with the same formula, charge and spin, kJ/mol: 0.0
Charge: -1

Mulliken atomic charge list, values in e, 99 entries:
1. S -0.378
2. P 2.773
3. Si 0.550
4. O -0.664
5. O -0.649
6. O -0.307
7. O -0.073
8. O -0.642
9. O -0.708
10. O -1.224
11. O -0.640
12. O -0.625
13. O -0.651
14. O -0.612
15. N -0.293
16. N -0.321
17. N -0.412
18. N -0.385
19. N -0.343
20. N -0.450
21. N -0.333
22. N -0.223
23. N -0.347
24. N -0.441
25. N -0.408
26. N -0.357
27. N -0.341
28. N -0.236
29. N -0.262
30. N -0.316
31. N -0.021
32. C -1.377
33. C -1.283
34. C -1.181
35. C 0.665
36. C -0.920
37. C -0.959
38. C -1.052
39. C 0.545
40. C -0.164
41. C -0.807
42. C -1.074
43. C 0.452
44. C -0.764
45. C 0.561
46. C -1.205
47. C -2.206
48. C 0.467
49. C 0.655
50. C -1.986
51. C -1.194
52. C 0.046
53. C 0.706
54. C -0.647
55. C 0.644
56. C 0.642
57. C 2.901
58. C -0.407
59. C -2.401
60. H 0.224
61. H 0.166
62. H 0.565
63. H 0.284
64. H 0.120
65. H 0.194
66. H 0.155
67. H 0.239
68. H 0.226
69. H 0.164
70. H -0.003
71. H -0.296
72. H 0.174
73. H 0.270
74. H 0.763
75. H 0.510
76. H 0.484
77. H 0.858
78. H 0.101
79. H 0.216
80. H 0.176
81. H 0.189
82. H 0.171
83. H 0.502
84. H 0.065
85. H 0.308
86. H 0.214
87. H 0.404
88. H 0.222
89. H 0.093
90. H 0.147
91. H 0.315
92. H 0.219
93. H 0.210
94. H 0.409
95. H 0.427
96. H 0.226
97. H 0.176
98. H 0.705
99. H 0.141



Molecular formula: C28H75AsBrN9O7P3S2
Method: DFT, ωB97M-V/def2-TZVPD

```
126
C28H75AsBrN9O7P3S2, DFT ωB97M-V/def2-TZVPD
Br -3.63 -2.00 1.37
As -4.51 -3.51 -1.38
S -7.41 0.47 -3.14
S -4.39 -5.72 -0.58
P -2.26 -2.45 -6.10
P 6.51 5.33 5.41
P 1.92 1.26 0.91
O -2.46 -3.46 -4.98
O -9.36 -1.66 -0.29
O 1.17 0.13 0.20
O -8.96 0.45 -0.73
O 5.84 4.08 4.83
O -7.53 -4.93 0.05
O -8.13 -6.24 -1.59
N 3.48 0.50 0.95
N 5.71 5.31 6.92
N -2.25 -1.05 -7.22
N -2.53 -3.52 -7.43
N 8.11 4.65 5.44
N 7.22 6.90 5.89
N -0.61 -2.10 -5.78
N 2.65 2.78 1.50
N 1.05 1.21 2.38
C -8.19 -2.61 1.68
C 4.05 2.98 1.81
C 4.37 4.73 6.94
C 8.64 4.45 4.10
C -8.25 -2.52 0.14
C 1.60 0.94 3.69
C 0.49 -2.30 -6.68
C -2.90 -2.90 -0.25
C -1.63 -4.62 -7.73
C -8.39 -0.93 -2.51
C -3.07 0.05 -6.69
C -0.33 0.70 2.32
C -0.52 -3.33 0.50
C -1.91 -4.01 0.14
C -7.28 -5.89 -0.87
C 6.67 8.00 5.08
C -5.93 -6.62 -0.98
C -3.91 -3.98 -7.49
C 8.63 7.16 6.14
C 2.16 3.93 0.72
C -8.92 -0.65 -1.08
C -8.44 -3.93 -0.44
C 4.05 0.35 -0.38
C 8.44 3.52 6.29
C -0.16 -2.29 -4.40
C -2.43 -1.13 -8.66
C 6.33 5.14 8.21
C 3.72 -0.70 1.73
H 6.88 8.97 5.53
H -1.94 -5.12 -8.65
H -2.27 -4.57 1.00
H 3.49 -0.36 -1.00
H 4.05 1.32 -0.90
H -1.71 -1.81 -9.12
H 7.07 7.99 4.06
H 1.32 -1.64 -6.42
H 3.81 5.10 7.81
H 1.07 3.87 0.60
H 1.69 -0.14 3.88
H 0.96 1.36 4.47
H 0.86 -3.33 -6.65
H -0.44 -3.37 1.60
H 5.70 5.57 9.00
H 0.23 -2.05 -7.71
H -0.49 -2.29 0.18
H -8.04 -1.63 2.12
H -9.45 -4.25 -0.11
H -9.09 -3.12 2.04
H 6.48 4.08 8.45
H 2.38 4.88 1.22
H 4.42 2.26 2.53
H 2.58 1.40 3.83
H -0.91 1.06 3.17
H -1.58 -5.36 -6.92
H -3.54 -3.80 -2.56
H 7.88 2.61 6.03
H -4.10 -4.52 -8.42
H 8.74 8.16 6.56
H 3.80 5.02 6.06
H -2.83 0.23 -5.64
H 5.09 0.02 -0.32
H 8.10 3.67 3.55
H 8.58 5.38 3.53
H 4.19 3.96 2.28
H -5.87 -6.93 -2.03
H -3.44 -1.43 -8.96
H -2.86 0.99 -7.22
H -4.14 -0.17 -6.77
H -0.36 -0.39 2.31
H 9.51 3.30 6.21
H 9.04 6.48 6.88
H -4.60 -3.12 -7.48
H -7.76 -1.83 -2.51
H 9.24 7.11 5.23
H -5.96 -7.55 -0.40
H -2.22 -0.14 -9.10
H -0.83 1.07 1.42
H 0.31 -3.87 0.03
H -2.43 -2.09 -0.82
H -5.42 -3.20 -0.17
H 7.29 5.65 8.29
H -0.62 -4.26 -7.94
H 3.54 -0.52 2.79
H -9.26 -1.05 -3.17
H 0.74 -1.70 -4.21
H 4.39 3.64 6.99
H 0.06 -3.34 -4.18
H 2.60 3.95 -0.29
H -8.49 -3.88 -1.53
H -4.77 -2.02 -1.86
H 4.69 2.96 0.91
H -1.71 -4.68 -0.70
H -5.74 -3.95 -2.29
H -6.20 -0.08 -3.43
H -0.91 -1.95 -3.69
H 5.58 7.91 5.01
H 9.70 4.17 4.14
H -4.17 -4.63 -6.65
H -7.32 -2.02 -0.16
H 4.78 -0.97 1.68
H 8.29 3.75 7.34
H -7.31 -3.22 1.91
H 3.13 -1.56 1.40
```

Properties
Charge: -1

Mulliken atomic charge list, values in e, 99 entries:
1. Br -0.237
2. As 0.157
3. S -0.212
4. S -0.344
5. P 0.808
6. P 0.786
7. P 0.679
8. O -0.975
9. O -0.378
10. O -0.827
11. O -0.508
12. O -0.864
13. O -0.223
14. O -0.550
15. N 0.263
16. N 0.234
17. N 0.052
18. N 0.223
19. N 0.195
20. N 0.042
21. N 0.315
22. N 0.132
23. N 0.276
24. C -1.499
25. C -0.916
26. C -0.924
27. C -1.176
28. C 0.478
29. C -0.970
30. C -1.053
31. C -0.687
32. C -1.043
33. C -0.185
34. C -1.119
35. C -0.992
36. C -1.018
37. C -0.453
38. C 0.420
39. C -1.069
40. C -0.579
41. C -1.191
42. C -0.965
43. C -1.081
44. C 0.639
45. C -0.657
46. C -1.163
47. C -1.017
48. C -0.919
49. C -0.968
50. C -1.080
51. C -0.973
52. H 0.373
53. H 0.398
54. H 0.415
55. H 0.288
56. H 0.323
57. H 0.278
58. H 0.338
59. H 0.360
60. H 0.338
61. H 0.338
62. H 0.346
63. H 0.360
64. H 0.364
65. H 0.277
66. H 0.381
67. H 0.247
68. H 0.187
69. H 0.392
70. H 0.323
71. H 0.316
72. H 0.379
73. H 0.353
74. H 0.242
75. H 0.189
76. H 0.348
77. H 0.256
78. H 0.019
79. H 0.234
80. H 0.350
81. H 0.408
82. H 0.284
83. H 0.351
84. H 0.357
85. H 0.295
86. H 0.343
87. H 0.367
88. H 0.319
89. H 0.293
90. H 0.372
91. H 0.351
92. H 0.283
93. H 0.395
94. H 0.273
95. H 0.337
96. H 0.006
97. H 0.301
98. H 0.329
99. H 0.403



Molecular formula: C28H75N3O13
Method: DFT, ωB97M-V/def2-TZVPD

```
119
C28H75N3O13, DFT ωB97M-V/def2-TZVPD
O -1.11 1.57 -3.19
O -1.54 -2.36 -4.67
O 1.43 0.06 1.61
O 4.05 0.36 0.81
O 0.42 -3.43 3.16
O 0.51 -2.17 -0.83
O 5.10 2.67 3.40
O 1.55 -1.78 -3.43
O 0.24 4.57 -0.73
O -7.31 -2.27 -7.24
O -2.58 -0.55 2.43
O -1.47 1.56 1.45
O 0.92 2.36 6.41
N -4.19 -0.62 -6.30
N 0.24 -1.12 5.92
N 1.76 3.14 2.23
C 0.96 3.66 -0.09
C 1.68 3.32 5.69
C 0.37 -2.92 4.27
C -2.64 0.63 3.18
C -2.79 -1.04 -6.16
C -0.89 0.39 -2.58
C -1.57 1.42 2.81
C 0.55 -0.51 0.73
C 3.86 -1.39 -3.27
C 0.13 0.27 6.16
C 5.97 2.12 2.47
C 4.79 -0.84 0.98
C 1.37 1.05 6.06
C -8.68 -2.03 -6.82
C 0.08 -1.44 4.50
C 4.45 -1.52 2.20
C 0.97 3.99 1.43
C -6.50 -1.23 -6.74
C -2.62 -1.89 -4.96
C 3.91 2.55 3.26
C -5.02 -1.63 -6.92
C 3.22 3.18 2.04
C 2.65 -1.21 -4.06
C -0.78 -3.99 2.68
C -1.84 0.16 -1.52
C -0.93 4.11 -1.24
C -1.38 -3.18 -3.50
C 1.28 -1.56 0.20
H 1.56 4.29 6.03
H -0.22 -3.53 4.96
H 4.64 -0.85 3.04
H -1.32 3.28 -0.65
H -2.91 0.13 -1.89
H 4.10 0.66 -0.12
H 3.57 3.10 4.07
H -0.92 -1.40 4.14
H -0.64 1.06 3.18
H 4.61 -1.58 0.19
H -1.26 -2.64 -2.54
H -4.78 -2.47 -6.31
H -2.22 -0.27 1.59
H 1.52 2.17 2.01
H 2.25 0.69 6.59
H 2.01 3.70 -0.48
H -0.07 0.36 7.24
H -9.21 -2.82 -7.29
H 3.45 -0.91 -2.39
H -0.76 0.71 5.76
H -8.86 -2.15 -5.73
H 0.84 -0.91 3.93
H 1.77 1.03 5.04
H -2.83 -1.25 -4.14
H -2.01 1.66 -3.60
H -4.72 -1.73 -7.92
H -6.72 -0.38 -7.29
H 5.83 -0.45 0.88
H -0.57 -3.87 -3.66
H -3.36 -2.63 -4.87
H -3.64 1.19 3.15
H -1.63 -0.68 -0.90
H -2.22 -3.87 -3.10
H 1.37 4.97 1.73
H 0.08 0.30 -2.13
H -9.15 -1.12 -7.10
H 4.18 -2.45 -3.21
H -1.24 -4.64 3.41
H 1.01 -2.11 -1.64
H -6.70 -1.15 -5.64
H -4.61 -0.79 -5.32
H 0.78 -1.82 -3.95
H 1.51 -2.29 1.03
H 2.26 -1.23 -0.11
H -2.19 1.93 1.11
H -0.55 -1.66 6.41
H -0.70 3.80 -2.27
H 3.56 4.13 1.86
H 4.78 -0.68 -3.47
H 3.45 2.69 1.11
H -1.82 0.96 -0.84
H -0.14 4.00 1.73
H 2.28 0.14 1.22
H -2.35 -1.44 -7.08
H -1.78 2.41 3.18
H 2.38 -0.15 -4.23
H 6.08 1.06 2.58
H -1.63 -3.37 2.46
H 2.74 3.24 5.88
H -0.97 -0.37 -3.39
H -0.32 -0.84 1.28
H 2.69 -1.63 -5.15
H 7.00 2.53 2.51
H 0.34 0.30 0.05
H -1.82 4.76 -1.16
H 1.36 -3.10 4.54
H 3.59 1.44 3.31
H 0.49 2.68 -0.31
H -2.54 0.34 4.26
H 3.40 -1.78 2.27
H 1.37 3.47 4.69
H -2.32 -0.15 -5.88
H -0.52 -4.49 1.78
H 5.73 2.44 1.44
H 5.03 -2.42 2.26
```

Properties
SMILES string: COCCNCCOC.COCCNCCOC.COCCNCCOC.OCCO.OCCO.CCO.CCO.CCO
Energy above the lowest of the compared OMol25 structures with the same formula, charge and spin, kJ/mol: 915.2
Charge: 0

Mulliken atomic charge list, values in e, 99 entries:
1. O -0.555
2. O -0.399
3. O 1.169
4. O -0.459
5. O -0.134
6. O -0.322
7. O -0.460
8. O -0.522
9. O -0.436
10. O -0.321
11. O -0.577
12. O -0.374
13. O -0.427
14. N -0.428
15. N -0.420
16. N 0.797
17. C 0.689
18. C -0.611
19. C -1.430
20. C -0.614
21. C -0.626
22. C 1.218
23. C -0.069
24. C 1.790
25. C -0.575
26. C -0.635
27. C -0.567
28. C -0.298
29. C 0.483
30. C -0.791
31. C 0.725
32. C -0.727
33. C -0.913
34. C -0.508
35. C -0.681
36. C 0.276
37. C -0.523
38. C -1.110
39. C -0.309
40. C -0.883
41. C -0.717
42. C -0.255
43. C -0.648
44. C -0.110
45. H 0.611
46. H 0.465
47. H 0.177
48. H -0.046
49. H 0.586
50. H 0.187
51. H 0.148
52. H 0.311
53. H -0.253
54. H 0.194
55. H 0.151
56. H 0.262
57. H 0.321
58. H -0.509
59. H 0.400
60. H 0.158
61. H 0.467
62. H 0.304
63. H -0.157
64. H 0.060
65. H 0.298
66. H -0.452
67. H -0.466
68. H 0.497
69. H 0.354
70. H 0.407
71. H 0.375
72. H 0.419
73. H 0.308
74. H 0.429
75. H 0.244
76. H 0.081
77. H 0.353
78. H 0.560
79. H -0.205
80. H 0.317
81. H 0.269
82. H 0.431
83. H 0.499
84. H 0.290
85. H 0.260
86. H 0.181
87. H -0.348
88. H 0.138
89. H 0.259
90. H 0.365
91. H 0.213
92. H 0.868
93. H 0.332
94. H 0.189
95. H 0.004
96. H -0.050
97. H -0.757
98. H 0.343
99. H 0.636



HOMO energy per entry: -4.13; -4.04; -7.89 eV
Lowest unoccupied orbital energy per entry: 1.683; 0.280; 0.269 eV
Frontier orbital gap per entry: 0.21347; 0.15866; 0.29969 Ha